This record from the Open Molecules 2025 dataset describes C46H40AsN3P2RhS as an isolated structure. The level of theory is wB97M-V/def2-TZVPD.

Each line ends with the Mulliken charge.
Cartesian coordinates (Å):
Rh 0.39 -0.12 -0.97  -0.429
N -2.57 0.15 -0.91  0.116
P -1.61 -1.23 -1.07  0.932
C -1.66 -1.83 -2.76  0.777
C -2.92 -2.06 -3.32  -0.689
C -3.01 -2.47 -4.64  -0.823
C -1.86 -2.64 -5.40  -0.538
C -0.61 -2.42 -4.84  -0.846
C -0.51 -2.01 -3.52  -0.139
C -2.27 -2.47 0.01  0.378
C -2.08 -3.81 -0.33  -1.080
C -2.67 -4.80 0.45  -0.757
C -3.45 -4.44 1.54  -0.667
C -3.64 -3.10 1.87  -0.675
C -3.04 -2.11 1.12  0.051
P -1.36 1.32 -1.10  0.975
C -1.28 1.87 -2.80  0.683
C -0.08 2.01 -3.49  -0.180
C -0.09 2.40 -4.83  -0.888
C -1.30 2.63 -5.47  -0.569
C -2.50 2.50 -4.78  -0.848
C -2.49 2.12 -3.45  -0.628
C -1.80 2.69 -0.08  0.496
C -1.30 3.96 -0.41  -1.187
C -1.75 5.07 0.28  -0.743
C -2.69 4.92 1.29  -0.630
C -3.18 3.67 1.63  -0.804
C -2.73 2.55 0.95  0.108
H -3.53 0.24 -1.21  0.429
H -3.82 -1.95 -2.73  0.474
H -3.98 -2.66 -5.08  0.487
H -1.94 -2.96 -6.43  0.454
H 0.28 -2.56 -5.43  0.486
H 0.48 -1.86 -3.08  0.317
H -1.50 -4.09 -1.20  0.540
H -2.55 -5.84 0.18  0.474
H -3.94 -5.21 2.12  0.477
H -4.25 -2.84 2.72  0.488
H -3.18 -1.07 1.37  0.199
H 0.88 1.87 -3.00  0.463
H 0.84 2.52 -5.36  0.499
H -1.31 2.94 -6.50  0.463
H -3.44 2.70 -5.27  0.490
H -3.43 2.03 -2.91  0.385
H -0.61 4.08 -1.24  0.537
H -1.38 6.05 0.02  0.473
H -3.05 5.80 1.82  0.479
H -3.92 3.56 2.41  0.519
H -3.12 1.57 1.21  0.301
C 5.34 1.39 -1.48  -0.851
N 5.17 -0.02 -1.14  0.443
C 6.19 -0.87 -0.76  -0.086
C 5.66 -2.11 -0.63  -0.722
N 4.32 -1.99 -0.92  0.265
C 4.03 -0.71 -1.23  -0.472
S 2.54 -0.12 -1.89  0.218
H 6.26 1.74 -1.02  0.324
H 4.50 1.96 -1.10  0.302
H 5.41 1.50 -2.56  0.342
H 7.20 -0.52 -0.62  0.494
H 6.11 -3.05 -0.35  0.455
H 3.65 -2.74 -0.97  0.160
C 5.30 0.28 2.54  -0.692
C 4.65 1.39 2.03  -0.992
C 3.33 1.30 1.61  -0.377
C 2.66 0.08 1.73  0.762
C 3.31 -1.04 2.24  -0.530
C 4.63 -0.94 2.64  -0.765
As 0.78 0.01 1.36  2.275
C -0.01 -1.38 2.39  -0.364
C 0.12 -2.75 2.25  0.493
C -0.44 -3.58 3.21  -1.038
C -1.13 -3.02 4.28  -1.191
C -1.27 -1.65 4.41  -0.530
C -0.71 -0.80 3.46  0.317
C -0.71 0.68 3.51  0.314
C -1.25 1.45 4.53  -0.573
C -1.09 2.83 4.52  -1.139
C -0.40 3.46 3.49  -0.916
C 0.13 2.71 2.45  -0.427
C -0.03 1.34 2.47  0.377
H 6.32 0.36 2.89  0.476
H 5.16 2.35 1.98  0.515
H 2.82 2.18 1.23  0.481
H 2.78 -1.97 2.37  0.370
H 5.13 -1.80 3.07  0.522
H 0.66 -3.18 1.41  0.527
H -0.34 -4.65 3.13  0.483
H -1.57 -3.67 5.03  0.477
H -1.81 -1.24 5.26  0.457
H -1.78 0.98 5.35  0.470
H -1.50 3.42 5.33  0.474
H -0.27 4.53 3.51  0.515
H 0.67 3.21 1.65  0.524

The LUMO energy comes out at -0.3505 hartree. The charge is +3. The value obtained for the relative energy (zero: lowest compared OMol25 entry of this formula, charge and spin) is 0.000 eV. The electronic energy comes out at -5367.6216 Eh. The HOMO energy is -15.676 eV.


This record from the Open Molecules 2025 dataset describes C46H40CeF6N4O4P2S5Si as an isolated structure in a non-equilibrium geometry. The level of theory is wB97M-V/def2-TZVPD.

Each line ends with the Mulliken charge.
Cartesian coordinates (Å):
Ce 0.14 0.45 1.74  -0.049
S -1.50 2.46 0.80  -0.354
C -2.22 2.45 2.43  1.217
S -1.60 1.40 3.68  -0.395
C -3.23 3.34 2.68  0.411
C -3.74 4.07 1.59  0.046
N -4.05 4.57 0.60  -0.616
C -3.78 3.53 3.97  -0.320
N -4.23 3.75 5.00  -0.583
C -0.93 5.45 -3.57  -0.766
S 0.11 4.51 -4.69  -0.133
C -0.92 3.04 -5.05  -1.267
C -0.61 1.82 -4.16  0.007
C -0.79 2.10 -2.68  0.297
N -0.17 1.10 -1.80  0.975
P 1.45 1.07 -1.32  0.848
C 2.36 1.14 -2.85  -0.020
C 2.81 2.34 -3.40  -0.436
C 3.43 2.36 -4.64  -0.802
C 3.62 1.14 -5.32  -0.519
C 3.15 -0.06 -4.79  -0.674
C 2.55 -0.06 -3.55  -0.268
C 2.02 2.64 -0.53  1.040
C 1.32 3.81 -0.30  -0.495
C 1.88 4.86 0.43  -1.099
C 3.16 4.76 0.92  -0.461
C 3.91 3.60 0.68  -0.879
C 3.37 2.58 -0.07  -0.814
P -0.98 -0.27 -1.03  0.097
C -0.60 -1.79 -1.95  1.278
C -1.44 -2.40 -2.86  -0.722
C -1.10 -3.65 -3.40  -0.763
C 0.05 -4.28 -3.00  -0.716
C 0.91 -3.67 -2.09  -0.693
C 0.59 -2.42 -1.57  -1.058
C -2.75 -0.08 -1.29  1.136
C -3.59 0.02 -0.16  -0.802
C -4.97 0.23 -0.27  -1.067
C -5.53 0.35 -1.53  -0.658
C -4.74 0.23 -2.66  -1.055
C -3.36 0.07 -2.54  0.302
H -0.45 6.37 -3.29  0.401
H -1.19 4.93 -2.67  0.157
H -1.87 5.73 -4.03  0.332
H -0.77 2.82 -6.11  0.485
H -1.96 3.35 -4.98  0.498
H 0.39 1.48 -4.40  -0.063
H -1.24 1.00 -4.48  0.158
H -1.86 2.18 -2.49  0.396
H -0.36 3.06 -2.44  -0.401
H 2.69 3.26 -2.86  0.607
H 3.79 3.28 -5.09  0.439
H 4.10 1.13 -6.29  0.369
H 3.30 -0.99 -5.30  0.480
H 2.14 -1.00 -3.14  0.239
H 0.30 3.93 -0.65  0.345
H 1.32 5.75 0.63  0.473
H 3.57 5.55 1.54  0.367
H 4.89 3.49 1.14  0.419
H 3.94 1.66 -0.24  0.542
H -2.37 -1.93 -3.14  0.399
H -1.79 -4.15 -4.06  0.418
H 0.28 -5.29 -3.34  0.369
H 1.78 -4.16 -1.72  0.481
H 1.24 -1.90 -0.88  0.616
H -3.13 -0.11 0.83  0.423
H -5.58 0.29 0.61  0.515
H -6.60 0.55 -1.64  0.357
H -5.19 0.31 -3.64  0.451
H -2.74 0.03 -3.43  0.140
F 4.34 -2.93 1.78  -0.215
C 4.59 -2.00 2.71  0.519
F 5.87 -2.09 3.06  -0.231
F 3.86 -2.30 3.77  -0.188
S 4.33 -0.30 2.03  1.247
O 2.99 -0.18 1.45  -0.155
O 5.38 -0.22 1.07  -0.685
N 4.39 0.48 3.40  -0.622
S 3.50 1.72 3.79  0.968
O 2.41 2.02 2.85  -0.826
O 4.22 2.81 4.39  -0.672
C 2.40 1.00 5.13  0.579
F 1.62 1.93 5.62  -0.217
F 3.05 0.45 6.13  -0.241
F 1.58 0.07 4.65  -0.105
C -1.95 -5.91 -0.26  -0.396
C -0.74 -6.23 0.35  -0.729
C -0.13 -5.29 1.19  -0.538
C -0.70 -4.03 1.40  0.423
C -1.92 -3.76 0.78  -0.069
C -2.56 -4.66 -0.06  -0.950
Si 0.02 -2.67 2.50  1.503
C -0.78 -2.99 4.22  0.459
C -2.15 -3.26 4.30  -0.551
C -2.82 -3.44 5.52  -0.800
C -2.08 -3.39 6.69  -0.363
C -0.71 -3.15 6.65  -0.673
C -0.07 -2.96 5.43  -0.115
H -2.38 -6.60 -0.96  0.383
H -0.27 -7.19 0.19  0.424
H 0.82 -5.50 1.66  0.394
H -2.33 -2.76 0.89  0.180
H -3.51 -4.49 -0.54  0.410
H 1.48 -3.09 2.70  -0.473
H -2.75 -3.29 3.40  0.219
H -3.88 -3.58 5.55  0.436
H -2.60 -3.50 7.66  0.298
H -0.16 -3.12 7.58  0.398
H 1.00 -2.78 5.44  0.396

The LUMO energy (spin up / spin down) comes out at 0.0667 / 0.0671 hartree. The charge is -1. The value obtained for the relative energy (zero: lowest compared OMol25 entry of this formula, charge and spin) is 1.026 eV. The electronic energy comes out at -6334.4852 Eh. The spin multiplicity is 2. The HOMO energy (spin up / spin down) is -5.017 / -4.996 eV.


This record from the Open Molecules 2025 dataset describes C46H41CoIN11O2P2Si as an isolated structure in a non-equilibrium geometry. The level of theory is wB97M-V/def2-TZVPD.

Each line ends with the Mulliken charge.
Cartesian coordinates (Å):
Co -0.67 -0.53 -0.02  0.706
C -0.82 3.97 -2.20  -1.706
Si -0.69 2.52 -1.04  2.055
C 1.33 2.27 -0.85  -0.578
C 1.95 3.50 -0.61  -0.159
C 3.32 3.67 -0.45  -1.080
C 4.11 2.55 -0.50  -0.956
C 3.53 1.31 -0.69  0.039
C 2.18 1.15 -0.86  0.477
P 1.39 -0.50 -1.04  2.249
C 2.72 -1.72 -0.80  0.479
C 3.40 -1.80 0.43  0.253
C 4.39 -2.75 0.61  -0.881
C 4.71 -3.58 -0.47  -0.839
C 4.04 -3.52 -1.67  -1.073
C 3.02 -2.59 -1.80  -0.571
C 1.17 -0.37 -2.87  0.439
C 0.45 -1.54 -3.54  -0.527
C 0.14 -1.37 -4.82  -1.815
C 0.50 0.03 -5.27  0.339
C 1.98 0.21 -4.99  -0.818
C 2.36 0.04 -3.73  -0.957
C -0.72 3.39 0.69  -0.195
C -1.09 4.72 0.82  -0.036
C -0.81 5.44 1.97  -0.941
C -0.24 4.78 3.04  -0.983
C 0.01 3.42 3.01  -0.421
C -0.29 2.75 1.83  -0.062
P -0.33 0.91 1.82  1.713
C -1.67 0.71 3.02  1.212
C -1.71 -0.21 4.04  -0.744
C -2.76 -0.16 4.95  -0.849
C -3.84 0.68 4.82  -0.793
C -3.84 1.56 3.73  -0.708
C -2.77 1.55 2.85  -0.306
C 1.20 0.43 2.68  1.049
C 1.36 -0.80 3.32  -0.474
C 2.61 -1.22 3.74  -1.196
C 3.74 -0.40 3.64  -0.848
C 3.59 0.79 2.95  -0.651
C 2.35 1.21 2.50  -0.454
H -0.66 3.57 -3.22  0.361
H -0.10 4.76 -1.95  0.342
H -1.82 4.37 -2.19  0.428
H 1.31 4.40 -0.47  -0.019
H 3.73 4.66 -0.28  0.426
H 5.17 2.61 -0.37  0.413
H 4.12 0.41 -0.71  0.602
H 3.14 -1.18 1.27  0.196
H 4.85 -2.89 1.60  0.434
H 5.48 -4.30 -0.29  0.349
H 4.33 -4.14 -2.49  0.494
H 2.58 -2.48 -2.77  0.289
H 0.20 -2.40 -2.97  1.104
H -0.47 -2.06 -5.40  0.366
H 0.27 0.17 -6.36  0.485
H 2.65 0.50 -5.84  0.283
H 3.36 0.19 -3.36  0.599
H -1.61 5.19 0.00  0.375
H -1.06 6.49 1.98  0.449
H -0.04 5.31 3.95  0.356
H 0.44 2.91 3.85  0.514
H -0.91 -0.93 4.23  0.256
H -2.82 -0.84 5.75  0.462
H -4.67 0.69 5.51  0.406
H -4.63 2.31 3.57  0.390
H -2.83 2.30 2.06  0.221
H 0.56 -1.55 3.38  -0.081
H 2.70 -2.21 4.21  0.364
H 4.68 -0.78 3.96  0.475
H 4.45 1.46 2.81  0.385
H 2.23 2.18 1.98  0.202
N -3.14 0.51 -2.51  0.272
C -1.91 0.70 -3.02  0.123
N -1.61 0.57 -4.27  -1.106
N -0.24 1.00 -4.37  -0.163
N 0.32 0.92 -3.01  0.136
N -0.84 0.97 -2.12  -0.066
C -3.51 1.42 -1.50  -0.276
N -4.74 1.66 -1.17  -0.564
N -4.64 2.61 -0.22  -0.911
N -3.42 2.96 -0.01  -0.594
N -2.65 2.16 -0.81  1.233
H -3.85 0.47 -3.16  0.324
I -6.32 -1.44 0.64  -0.044
C -4.47 -2.27 0.03  -0.355
C -4.48 -3.32 -0.91  -1.143
C -3.31 -3.51 -1.65  -0.531
C -2.19 -2.77 -1.39  -1.181
N -2.12 -1.88 -0.37  1.338
C -3.32 -1.54 0.24  -0.120
H -5.40 -3.78 -1.22  0.344
H -3.35 -4.16 -2.51  0.437
H -1.39 -2.83 -2.08  0.589
H -3.41 -0.64 0.84  -0.122
N -0.32 -5.19 -0.67  -0.582
C -0.91 -5.00 0.68  0.067
C -0.03 -4.19 1.59  0.363
O -0.05 -4.27 2.79  -0.667
O 0.74 -3.31 0.92  -0.041
H -1.03 -4.94 -1.39  0.212
H -0.11 -6.18 -0.78  0.246
H 0.77 -3.64 0.00  0.214
H -1.22 -5.93 1.16  0.457
H -1.78 -4.32 0.57  -0.204

The LUMO energy (spin up / spin down) comes out at 0.0864 / 0.0863 hartree. The charge is -1. The electronic energy comes out at -5182.9287 Eh. The spin multiplicity is 4. The HOMO energy (spin up / spin down) is -2.243 / -5.071 eV.


This record from the Open Molecules 2025 dataset describes C46H41MgN7P2S as an isolated structure in a non-equilibrium geometry. The level of theory is wB97M-V/def2-TZVPD.

Each line ends with the Mulliken charge.
Cartesian coordinates (Å):
Mg 0.15 -0.15 0.31  1.455
C -0.55 2.09 4.37  -1.041
C 0.04 1.77 3.15  -0.821
N -0.26 0.65 2.51  0.695
C -1.11 -0.19 3.12  -0.356
C -1.77 0.19 4.29  -0.651
N -1.49 1.33 4.90  -0.542
C -1.20 -1.55 2.55  1.221
C -1.50 -2.65 3.33  -0.933
C -1.44 -3.92 2.77  0.398
C -1.08 -4.03 1.42  -0.627
C -0.78 -2.88 0.71  0.596
N -0.84 -1.67 1.27  0.171
C -0.32 -2.88 -0.70  0.188
C -0.22 -4.02 -1.49  -0.324
N 0.21 -3.96 -2.74  -0.546
C 0.53 -2.77 -3.24  -0.541
C 0.42 -1.62 -2.46  -0.251
N 0.01 -1.68 -1.20  -0.111
C -1.73 -5.11 3.59  0.256
C -2.52 -6.14 3.10  -0.560
C -2.80 -7.22 3.94  -0.418
N -2.33 -7.31 5.18  -0.550
C -1.57 -6.32 5.65  -0.468
C -1.25 -5.20 4.90  -0.481
H -0.27 2.98 4.92  0.466
H 0.77 2.42 2.69  0.849
H -2.54 -0.43 4.73  0.520
H -1.76 -2.53 4.37  0.664
H -1.01 -5.01 0.97  0.716
H -0.50 -5.00 -1.13  0.404
H 0.88 -2.74 -4.26  0.432
H 0.66 -0.64 -2.85  0.421
H -2.94 -6.10 2.11  0.477
H -3.43 -8.03 3.60  0.382
H -1.21 -6.44 6.66  0.381
H -0.62 -4.43 5.32  0.465
C 7.33 4.05 -0.01  -0.663
S 6.16 5.20 -0.78  -0.097
C 4.68 4.84 0.20  -1.120
C 4.04 3.52 -0.19  1.277
C 2.78 3.24 0.65  -1.133
N 2.00 2.02 0.32  0.683
P 2.57 0.40 0.57  -1.109
C 4.32 0.24 0.12  0.396
C 5.35 0.23 1.06  0.048
C 6.66 -0.01 0.65  -0.884
C 6.94 -0.27 -0.68  -0.614
C 5.91 -0.26 -1.62  -0.825
C 4.61 -0.02 -1.22  0.043
C 2.68 -0.04 2.34  1.042
C 3.06 0.77 3.41  0.128
C 3.09 0.27 4.70  -0.888
C 2.77 -1.06 4.94  -0.864
C 2.45 -1.89 3.88  -0.693
C 2.39 -1.38 2.60  -0.807
P 0.79 2.05 -0.94  0.598
C 1.60 2.93 -2.31  0.600
C 2.23 2.21 -3.32  -0.328
C 2.92 2.86 -4.32  -0.813
C 3.00 4.25 -4.32  -0.629
C 2.37 4.98 -3.32  -0.707
C 1.67 4.33 -2.32  -0.175
C -0.61 3.20 -0.62  0.913
C -1.32 3.55 -1.77  -0.918
C -2.49 4.29 -1.69  -0.861
C -2.97 4.69 -0.45  -0.543
C -2.30 4.31 0.70  -0.939
C -1.13 3.56 0.61  -0.045
H 8.33 4.41 -0.24  0.393
H 7.21 3.04 -0.40  0.083
H 7.19 4.06 1.07  0.241
H 4.00 5.68 0.01  0.418
H 4.97 4.86 1.26  0.438
H 4.76 2.72 -0.04  -0.402
H 3.79 3.55 -1.24  -0.255
H 2.10 4.09 0.56  0.480
H 3.08 3.19 1.70  0.313
H 5.16 0.41 2.11  0.465
H 7.46 -0.01 1.38  0.459
H 7.95 -0.47 -0.99  0.440
H 6.13 -0.46 -2.66  0.482
H 3.81 -0.02 -1.95  0.304
H 3.33 1.81 3.25  0.290
H 3.39 0.91 5.52  0.500
H 2.80 -1.45 5.95  0.453
H 2.25 -2.95 4.05  0.579
H 2.16 -2.04 1.77  0.422
H 2.17 1.12 -3.32  0.076
H 3.41 2.29 -5.11  0.476
H 3.55 4.76 -5.10  0.448
H 2.43 6.06 -3.32  0.472
H 1.17 4.91 -1.55  0.419
H -0.96 3.26 -2.75  0.464
H -3.02 4.57 -2.59  0.446
H -3.87 5.29 -0.38  0.427
H -2.68 4.61 1.67  0.480
H -0.63 3.30 1.52  0.183

The LUMO energy comes out at -0.2355 hartree. The charge is +2. The value obtained for the relative energy (zero: lowest compared OMol25 entry of this formula, charge and spin) is 0.000 eV. The electronic energy comes out at -3441.4323 Eh. The HOMO energy is -12.236 eV.